Formula: C5H5Cl
Source: the Open Molecules 2025 dataset
Level of theory: ωB97M-V/def2-TZVPD

Calculated values
* total charge: 0
* energy relative to the best compared isomer or geometry (same formula, charge and spin): 57.23 kJ/mol
* calculated total energy: -17786.967 eV
* SMILES: ClC1C=CC=C1
* largest force on an atom: 0.055 Eh/bohr

Each line ends with the Mulliken charge.
Cartesian coordinates (Å):
C -0.93422 -0.07554 0.56650  0.113
C 0.05072 -1.19561 0.16791  -0.645
C 1.06690 -0.70989 -0.49287  -0.407
C 0.97818 0.77055 -0.50815  -0.441
C -0.10804 1.14423 0.22575  -0.490
H -1.32671 -0.00316 1.62161  0.311
H -0.23327 -2.17669 0.36336  0.437
H 1.80915 -1.27343 -0.91013  0.489
H 1.59426 1.45051 -1.00470  0.449
H -0.52677 2.11887 0.47564  0.372
Cl -2.37018 -0.04985 -0.50492  -0.187

=====

Formula: C5H5Cl2N
Source: the Open Molecules 2025 dataset
Level of theory: ωB97M-V/def2-TZVPD

Calculated values
* total charge: 0
* multiplicity: 3
* ⟨S²⟩: 2.016
* calculated total energy: -31794.948 eV
* largest force on an atom: 0.183 Eh/bohr

Each line ends with the Mulliken charge.
Cartesian coordinates (Å):
C 0.16694 0.30538 0.86409  0.284
C 1.25351 -0.60086 1.11889  -0.474
C 1.21931 -1.09785 -3.03710  0.057
C -0.95067 0.18839 1.52935  -1.114
C 2.43711 -0.26837 0.65771  0.405
N 0.39040 -1.04873 -2.25412  -0.298
Cl 3.82710 -1.28644 0.39592  -0.183
Cl 2.80661 1.28322 0.05202  -0.177
H 0.35140 0.99912 0.03862  0.267
H 0.91870 -1.57580 1.42210  0.334
H 1.78274 -1.40038 -3.95781  0.260
H -1.13962 -0.44619 2.33784  0.341
H -1.81186 0.75654 1.29188  0.298

=====

Formula: C5H5Cl4N
Source: the Open Molecules 2025 dataset
Level of theory: ωB97M-V/def2-TZVPD

Calculated values
* total charge: 0
* energy relative to the best compared isomer or geometry (same formula, charge and spin): 56.32 kJ/mol
* calculated total energy: -56844.606 eV
* largest force on an atom: 0.088 Eh/bohr

Each line ends with the Mulliken charge.
Cartesian coordinates (Å):
N -2.49994 4.41330 -5.99970  -0.031
C -3.52153 5.03064 -6.72552  -0.499
C -3.54360 6.28720 -6.18009  -0.607
C -2.60691 6.38592 -5.20101  0.114
C -1.87237 5.23238 -5.18313  -0.256
H -2.33420 3.42779 -6.14595  0.186
H -4.13821 4.55696 -7.47502  0.366
H -4.18630 7.05809 -6.57893  0.373
H -2.31959 7.31619 -4.73364  0.011
H -1.03209 4.91992 -4.58088  0.362
C -0.16389 8.56982 -2.90357  0.418
Cl 0.29777 8.14658 -4.59248  -0.106
Cl 0.87410 9.68758 -2.13746  -0.104
Cl -1.83660 9.12586 -2.80041  -0.113
Cl 0.07536 7.13164 -1.96283  -0.113

=====

Formula: C5H5ClN2O2
Source: the Open Molecules 2025 dataset
Level of theory: ωB97M-V/def2-TZVPD

Calculated values
* total charge: 0
* energy relative to the best compared isomer or geometry (same formula, charge and spin): 464.64 kJ/mol
* calculated total energy: -24859.428 eV
* largest force on an atom: 0.095 Eh/bohr

Each line ends with the Mulliken charge.
Cartesian coordinates (Å):
C 1.11236 0.10707 1.19664  -0.101
C 1.73634 -0.39925 0.00407  -0.492
C -0.04461 0.74104 1.11954  -0.669
C 1.16108 -0.13062 -1.14846  -0.296
C -0.83139 0.72193 -0.04441  0.730
N -0.09752 0.45985 -1.18916  -0.197
N -1.87821 -0.92846 0.11902  0.666
O -2.27489 -1.36954 1.17378  -0.561
O -1.73769 -1.54747 -0.94998  -0.533
Cl -2.11960 1.82853 -0.36083  -0.149
H 1.67829 0.09044 2.07767  0.462
H 2.75947 -0.95670 0.02019  0.263
H -0.36221 1.22648 2.13580  0.194
H 1.49370 -0.35693 -2.10013  0.440
H -0.59512 0.51362 -2.05375  0.242

=====

Formula: C5H5ClN2OS
Source: the Open Molecules 2025 dataset
Level of theory: ωB97M-V/def2-TZVPD

Calculated values
* total charge: 0
* energy relative to the best compared isomer or geometry (same formula, charge and spin): 193.75 kJ/mol
* calculated total energy: -33649.229 eV
* SMILES: ClC1=CNC=CS1.N=C=O
* largest force on an atom: 0.091 Eh/bohr

Each line ends with the Mulliken charge.
Cartesian coordinates (Å):
C 1.56483 -0.94576 0.53018  -0.212
C 1.13495 -0.02018 1.38887  -0.330
C 0.28211 0.04330 -1.27681  -0.352
C -2.03031 -0.41622 0.52739  0.708
C 0.05211 1.18011 -0.66474  0.134
N 1.37558 -0.78560 -0.79989  -0.234
N -2.67180 0.55700 0.24567  -0.446
O -1.67045 -1.47430 0.83654  -0.419
S 0.76643 1.64080 0.84413  -0.135
Cl -1.05403 2.34456 -1.43757  -0.223
H 2.07788 -1.75231 1.00320  0.383
H 1.37477 0.18016 2.50101  0.313
H -0.25491 -0.37560 -2.18278  0.262
H 1.48966 -1.57785 -1.46437  0.292
H -2.43681 1.40190 -0.05084  0.260

=====

Formula: C5H5ClO2
Source: the Open Molecules 2025 dataset
Level of theory: ωB97M-V/def2-TZVPD

Calculated values
* total charge: 0
* energy relative to the best compared isomer or geometry (same formula, charge and spin): 185.65 kJ/mol
* calculated total energy: -21881.124 eV
* SMILES: O=C/C(Cl)=C/[C@@H]1CO1
* largest force on an atom: 0.049 Eh/bohr

Each line ends with the Mulliken charge.
Cartesian coordinates (Å):
C 0.75490 -0.22131 -0.02338  0.738
C 1.89367 -1.18526 0.04941  -0.051
C -0.48461 -0.63022 -0.10310  -0.651
C -1.72307 0.21604 -0.09685  0.169
C -2.86755 -0.07577 0.70580  -0.423
H 1.51515 -2.26776 -0.02882  0.233
H -0.61705 -1.72213 -0.05195  0.231
H -1.49214 1.21704 -0.44716  0.341
H -3.52241 0.78902 0.85997  0.237
H -2.94292 -0.85101 1.47531  0.247
O 3.05407 -0.87817 0.07950  -0.460
O -2.89280 -0.43072 -0.66947  -0.425
Cl 1.19583 1.45206 -0.01641  -0.185

=====

Formula: C5H5ClS
Source: the Open Molecules 2025 dataset
Level of theory: ωB97M-V/def2-TZVPD

Calculated values
* total charge: 0
* energy relative to the best compared isomer or geometry (same formula, charge and spin): 151.16 kJ/mol
* calculated total energy: -28621.125 eV
* SMILES: C#C/C(=C/Cl)SC
* largest force on an atom: 0.036 Eh/bohr

Each line ends with the Mulliken charge.
Cartesian coordinates (Å):
C -1.23675 -1.60499 0.01718  -0.895
C 0.89219 0.20113 -0.07413  0.111
C 2.12674 0.75391 0.02630  -0.398
C -0.18464 1.16321 0.00482  -0.629
C -1.14162 1.90403 0.00021  0.264
H -1.43503 -2.71142 -0.01741  0.310
H -1.66549 -1.14222 -0.87510  0.322
H -1.69388 -1.10196 0.89044  0.311
H 2.29555 1.81006 -0.00618  0.390
H -2.03834 2.52683 0.03007  0.395
S 0.57195 -1.53290 -0.00009  0.015
Cl 3.50931 -0.26567 0.00388  -0.196

=====

Formula: C5H5CrFO4
Source: the Open Molecules 2025 dataset
Level of theory: ωB97M-V/def2-TZVPD

Calculated values
* total charge: +1
* energy relative to the best compared isomer or geometry (same formula, charge and spin): 102.14 kJ/mol
* multiplicity: 6
* ⟨S²⟩: 8.776
* calculated total energy: -44583.598 eV
* largest force on an atom: 0.080 Eh/bohr

Each line ends with the Mulliken charge.
Cartesian coordinates (Å):
C 0.57762 -1.33115 -0.56689  0.951
C 1.21718 -0.94655 0.77396  -0.467
O 2.60736 -1.16842 0.58188  -0.298
C 2.85910 -1.48838 -0.69050  0.613
O 1.73625 -1.48687 -1.41447  -0.393
O 3.95605 -1.66839 -1.13588  -0.486
O -0.30458 -0.55522 -1.10336  -0.906
F 0.07029 -2.63181 -0.45207  -0.314
H 0.85108 -1.55113 1.60868  0.269
Cr -1.84966 0.27657 -0.89341  1.415
H 0.99554 0.14147 1.03192  0.230
C -2.37859 2.85739 0.20725  -0.201
C -2.41870 1.65824 0.76549  -0.470
H -1.46224 3.28215 -0.21964  0.316
H -3.30073 3.44837 0.09801  0.299
H -3.15596 1.16370 1.40904  0.443

=====

Formula: C5H5F
Source: the Open Molecules 2025 dataset
Level of theory: ωB97M-V/def2-TZVPD

Calculated values
* total charge: 0
* energy relative to the best compared isomer or geometry (same formula, charge and spin): 353.10 kJ/mol
* calculated total energy: -7978.584 eV
* SMILES: F[C@H]1[C@]23C[C@]12C3
* largest force on an atom: 0.106 Eh/bohr

Each line ends with the Mulliken charge.
Cartesian coordinates (Å):
C 1.15459 -0.27651 0.47650  -0.216
C -0.25570 1.23724 -0.23114  -0.245
C -0.81995 -0.88847 -0.20702  0.385
C 0.27946 -0.08387 -0.83436  -0.377
C -0.24277 0.11596 0.76926  -0.315
F -0.67916 -2.26748 0.01853  -0.261
H 1.66811 -1.31747 0.62867  0.190
H 1.83171 0.50038 0.55470  0.228
H 0.37297 2.02426 -0.03864  0.239
H -1.22692 1.54494 -0.68261  0.179
H -2.08235 -0.58898 -0.45389  0.192

=====

Formula: C5H5F3N3
Source: the Open Molecules 2025 dataset
Level of theory: ωB97M-V/def2-TZVPD

Calculated values
* total charge: +1
* energy relative to the best compared isomer or geometry (same formula, charge and spin): 164.25 kJ/mol
* calculated total energy: -17879.119 eV
* SMILES: FC(F)(F)N=C=C1CNC=[NH+]1
* largest force on an atom: 0.096 Eh/bohr

Each line ends with the Mulliken charge.
Cartesian coordinates (Å):
C -0.68347 0.56322 0.19694  0.931
C 1.22889 -2.39562 -0.14435  -0.085
C 1.61142 -0.23647 -0.84151  -0.556
C 0.24994 -0.38470 -0.10579  -0.422
C -2.49937 2.62093 0.77017  0.789
N -1.48959 1.44986 0.53303  -0.474
N 2.17411 -1.57482 -0.63428  -0.155
N 0.08498 -1.74231 0.13530  -0.049
F -3.68144 2.18084 0.45866  -0.180
F -2.50353 2.74193 2.12260  -0.197
F -2.04726 3.61121 0.09607  -0.150
H 1.28585 -3.51662 0.07683  0.368
H 1.67162 -0.09542 -1.90491  0.293
H 2.23897 0.44520 -0.46902  0.386
H 3.18262 -1.59630 -0.64144  0.277
H -0.82374 -2.07093 0.35170  0.222